[1]
# C24H31AuFN2O4P2Si

A structure of composition C24H31AuFN2O4P2Si (ωB97M-V/def2-TZVPD, the Open Molecules 2025 dataset).

The geometry in ORCA input format:
```
! RIJCOSX wB97M-V def2-TZVPD def2/J DEFGRID3
* xyz 1 1
Au -0.10553 2.73581 1.45544
C 1.36123 5.76758 0.90130
P 0.29626 4.51634 0.14721
C -1.18148 5.42465 -0.36222
C 1.11944 3.93115 -1.36680
C 0.61837 4.31666 -2.60926
C 1.19109 3.84459 -3.78109
C 2.27305 2.98257 -3.71712
C 2.77574 2.59857 -2.48236
C 2.21795 3.05612 -1.29242
P 2.91658 2.53094 0.33882
C 4.70530 2.81935 0.05671
C 2.84135 0.70342 0.17720
H 1.57164 6.55731 0.17964
H 2.29247 5.30728 1.22578
H 0.85663 6.19231 1.76903
H -0.92841 6.28590 -0.98060
H -1.68050 5.77583 0.54071
H -1.86514 4.77031 -0.90040
H -0.22701 4.98740 -2.67875
H 0.79152 4.15232 -4.73828
H 2.72977 2.61081 -4.62501
H 3.62466 1.92598 -2.45161
H 5.10332 2.25800 -0.78943
H 5.24925 2.52483 0.95469
H 4.88381 3.88170 -0.11030
H 3.26277 0.34137 -0.76189
H 1.80579 0.36658 0.25374
H 3.40126 0.26081 1.00285
F 2.11404 -3.68197 0.71100
C 0.86106 -3.22621 0.77991
C 0.38320 -2.97708 1.99615
N -0.89812 -2.52048 2.35716
C -0.90416 -1.26121 3.05520
C -0.74176 -0.05786 2.15200
O -0.50781 1.03546 2.66912
O -0.80103 -0.18712 0.86631
C -2.13323 -3.02040 1.97451
O -3.09985 -2.28932 2.07909
N -1.00123 -2.51867 -0.69937
C 0.21467 -3.19402 -0.58548
O 0.69481 -3.83529 -1.48005
H 1.08049 -3.10834 2.82065
H -0.09171 -1.23115 3.78260
H -1.84579 -1.12831 3.58718
H -1.43803 -2.89325 -1.54336
C -3.16228 -0.56923 -0.73835
Si -1.34808 -0.80650 -0.63089
C -0.37612 0.16021 -1.86841
C -2.26039 -4.43787 1.55373
C -3.39368 -4.76172 0.81130
C -3.60028 -6.06964 0.39946
C -2.69393 -7.06063 0.74756
C -1.58474 -6.74633 1.51489
C -1.36327 -5.43696 1.91850
H -3.55878 -1.11486 -1.59950
H -3.41190 0.48521 -0.87350
H -3.65263 -0.94573 0.15889
H -0.94789 0.23069 -2.79762
H 0.57776 -0.31642 -2.10291
H -0.17947 1.17682 -1.52175
H -4.10655 -3.98527 0.56949
H -4.47472 -6.31649 -0.18828
H -2.85946 -8.08182 0.42993
H -0.88885 -7.52146 1.80709
H -0.50151 -5.21323 2.53220
*
```

Results
- LUMO: -0.085 Eh
- Highest occupied orbital energy: -11.180 eV
- ΔE to the lowest compared entry with this formula, charge and spin: 0.0 kJ/mol
- HOMO-LUMO gap: 8.87 eV

***

[2]
# C24H31BClF4N3O7P2SW

A structure of composition C24H31BClF4N3O7P2SW (ωB97M-V/def2-TZVPD, the Open Molecules 2025 dataset).

The geometry in ORCA input format:
```
! RIJCOSX wB97M-V def2-TZVPD def2/J DEFGRID3
* xyz 0 1
W 0.30818 0.03809 -0.08214
O -1.93343 -3.69709 -0.73683
Cl -0.68023 -3.00129 -0.64210
O 0.18166 -3.60626 0.37644
O -1.06930 -1.60388 -0.01392
O 1.67864 -0.75993 -0.67168
N -3.29584 1.22613 2.37219
C -3.02192 1.09473 3.75379
C -3.61976 1.90697 4.70173
C -3.28864 1.73772 6.03970
C -2.33871 0.79909 6.41734
C -1.71807 0.01050 5.45733
C -2.08574 0.14061 4.12720
S -1.49523 -0.90779 2.84602
N -1.30014 0.29401 1.62595
C -2.29616 1.09067 1.45854
C -2.35990 1.85331 0.19712
C -3.29343 2.84437 -0.02935
C -3.37058 3.42862 -1.28702
C -2.50664 2.98897 -2.26158
C -1.57021 2.01694 -1.93874
N -1.47221 1.46484 -0.73623
H -4.08779 1.78918 2.11469
H -4.34209 2.65719 4.40252
H -3.76781 2.35424 6.78801
H -2.07771 0.68186 7.46018
H -0.96824 -0.71956 5.73486
H -3.95882 3.17476 0.75511
H -4.10634 4.19428 -1.49155
H -2.54424 3.35900 -3.27556
H -0.89979 1.64464 -2.68705
F -1.89415 0.35204 -4.42821
B -2.13613 -0.64563 -3.44283
F -0.93628 -0.67894 -2.62660
F -3.20475 -0.24643 -2.63496
F -2.32993 -1.87549 -4.01886
C 1.12812 1.64354 0.58118
H 0.61071 2.39800 1.17599
H 2.19479 1.83895 0.51679
C 1.01874 2.12693 -4.05050
P 1.45498 0.97281 -2.69122
C 3.06236 1.66265 -2.16378
C 1.92771 -0.52689 -3.60341
C 1.06307 -1.05031 -4.56470
C 1.38227 -2.22440 -5.22758
C 2.56220 -2.89497 -4.93553
C 3.42338 -2.38584 -3.97533
C 3.10675 -1.20947 -3.31077
H 0.13238 1.76380 -4.57279
H 1.83994 2.21996 -4.76213
H 0.79567 3.10948 -3.62916
H 3.77548 1.67652 -2.98894
H 3.47227 1.07596 -1.34242
H 2.90213 2.68247 -1.81118
H 0.12117 -0.56215 -4.77947
H 0.69474 -2.62340 -5.96173
H 2.80528 -3.81587 -5.44995
H 4.34331 -2.90544 -3.73796
H 3.78361 -0.83368 -2.55496
C 0.73702 -3.22289 3.46987
O 1.34317 -1.92376 3.43779
P 1.71862 -1.17640 2.05865
O 2.54705 0.04608 2.69982
C 1.85607 0.92581 3.58684
O 2.96090 -1.99306 1.51501
C 3.02366 -3.05681 0.55361
H 1.51290 -3.98419 3.37954
H 0.00550 -3.34792 2.67527
H 0.25086 -3.32037 4.43840
H 2.45980 1.82617 3.67305
H 1.74125 0.45898 4.56443
H 0.86951 1.19230 3.19648
H 4.07687 -3.16729 0.30770
H 2.45150 -2.81879 -0.33659
H 2.64600 -3.97695 0.99613
*
```

Results
- LUMO: -0.046 Eh
- Highest occupied orbital energy: -7.882 eV
- ΔE to the lowest compared entry with this formula, charge and spin: 156.6 kJ/mol
- HOMO-LUMO gap: 6.64 eV

***

[3]
# C24H31CeIN2O

A structure of composition C24H31CeIN2O at a distorted geometry (ωB97M-V/def2-TZVPD, the Open Molecules 2025 dataset).

The geometry in ORCA input format:
```
! RIJCOSX wB97M-V def2-TZVPD def2/J DEFGRID3
* xyz 2 1
C 2.66960 3.80665 -0.53825
C 3.49207 2.63365 -1.05766
H 2.12219 4.32325 -1.32952
H 3.29409 4.54756 -0.02504
H 1.89879 3.56675 0.22499
H 2.95896 1.99572 -1.79695
H 4.36632 3.03344 -1.58253
H 3.87673 1.99282 -0.26194
C -2.77963 1.55919 -1.67236
C -3.92584 1.61109 -2.44142
C -4.01699 0.68473 -3.48381
C -3.03278 -0.29501 -3.62712
H -2.66625 2.23654 -0.82591
H -4.70236 2.34709 -2.21790
H -4.86819 0.74454 -4.15511
H -3.18747 -1.16132 -4.26602
N -1.71860 0.76620 -1.93000
C -1.82771 -0.20791 -2.88876
C -0.68986 -1.14585 -2.99887
N 0.45779 -0.84326 -2.28309
C 1.40814 -1.80836 -2.09755
C 0.34177 -3.23915 -3.67629
C 1.43425 -2.98535 -2.85844
H 2.17158 -1.61006 -1.31064
H 2.29368 -3.64944 -2.77556
C -0.75927 -2.38498 -3.65206
H -1.70624 -2.64876 -4.10460
H 0.35439 -4.11937 -4.31119
Ce 0.56425 1.41642 -1.18547
I -0.70697 4.11387 -1.97489
C 1.88045 2.46408 2.25759
C 0.52880 2.14376 2.86860
C -0.74740 2.82308 2.31345
C 0.34357 0.64278 2.99595
C 0.31340 0.10369 4.26778
C 0.15535 -1.26232 4.46410
C -0.09325 -2.07437 3.36425
C -0.07839 -1.59308 2.05859
C -0.33979 -2.59025 0.91493
C 0.82988 -3.59048 0.87654
C -1.68324 -3.33255 1.12044
C 0.19895 -0.21189 1.86849
O 0.32650 0.25351 0.64700
H 2.65711 1.93735 2.82853
H 1.98347 2.08153 1.22396
H 2.13501 3.52766 2.29035
H 0.57750 2.50677 3.89040
H -1.06333 2.48140 1.30544
H -1.58472 2.57815 3.00172
H -0.64886 3.92015 2.30722
H 0.39290 0.77265 5.12925
H 0.18961 -1.68527 5.46641
H -0.32930 -3.13449 3.51569
H -0.38604 -2.04082 -0.03858
H 0.77906 -4.22324 1.77981
H 0.80370 -4.22090 -0.02336
H 1.78159 -3.02836 0.88617
H -2.50840 -2.59803 1.23857
H -1.90400 -3.97511 0.25200
H -1.62659 -3.95608 2.03268
*
```

Results
- LUMO (spin up / spin down): -0.340 / -0.340 Eh
- Highest occupied orbital energy (spin up / spin down): -13.882 / -13.879 eV
- HOMO-LUMO gap (spin up / spin down): 4.63 / 4.63 eV

***

Number 1: M 717.52 u, DFT total energy -69425.1414 eV. Number 2: M 873.64 u, DFT total energy -99502.7801 eV. Number 3: M 630.55 u, DFT total energy -51434.1560 eV.